Density functional theory data (wB97M-V/def2-TZVPD) for a 4-piece molecular cluster, C23H36N5P overall in a non-equilibrium geometry.

Properties
Gap between HOMO and LUMO   8.57 eV
Maximum force   2.42 eV/A
Spin multiplicity   1
SMILES   CCCCNPNCCCC.c1ccncc1.c1ccncc1.c1ccncc1

XYZ file:
```
65
Properties=species:S:1:pos:R:3:forces:R:3
C 4.805 1.165 -0.774 -0.1 0.0 -0.2
C 5.108 2.435 -1.639 -0.1 -0.4 1.0
C 4.113 3.604 -1.351 1.1 0.4 -0.6
C 3.372 4.130 -2.606 0.3 0.0 0.0
N 2.400 3.208 -3.236 -0.1 0.7 2.2
P 1.194 2.512 -2.191 -1.1 -0.7 -2.0
N 0.376 3.836 -1.378 1.2 -1.4 0.3
C -0.785 3.241 -0.644 -0.6 0.7 -0.4
C -1.717 2.345 -1.513 -0.6 -0.5 1.3
C -1.628 0.821 -1.148 0.6 -0.2 -1.0
C -1.082 -0.075 -2.308 -0.2 0.3 -0.4
H 5.503 1.082 0.074 -0.1 0.0 -0.3
H 3.799 1.193 -0.329 0.2 0.1 -0.3
H 4.859 0.240 -1.367 0.1 0.2 0.2
H 5.183 2.187 -2.708 -0.3 0.1 0.3
H 6.119 2.750 -1.337 -0.3 0.1 -0.3
H 4.727 4.448 -0.984 -0.4 -0.2 -0.1
H 3.448 3.349 -0.514 0.0 0.0 -0.4
H 2.865 5.072 -2.340 -0.1 -0.4 -0.1
H 4.100 4.404 -3.392 -0.1 -0.1 0.4
H 2.851 2.508 -3.804 -0.1 -0.2 -0.1
H 1.829 1.682 -1.202 0.4 0.9 0.4
H 0.992 4.206 -0.656 -0.1 0.4 -0.1
H -0.446 2.720 0.272 -0.2 -0.1 -0.4
H -1.398 4.094 -0.305 0.4 -0.2 0.0
H -1.623 2.520 -2.589 0.3 0.1 0.3
H -2.747 2.643 -1.242 0.4 0.1 -0.2
H -2.608 0.425 -0.854 0.2 0.3 0.1
H -0.958 0.676 -0.295 -0.4 0.2 -0.1
H -0.096 -0.506 -2.079 -0.4 0.0 -0.1
H -0.955 0.536 -3.217 0.1 -0.2 0.3
H -1.775 -0.885 -2.590 0.3 0.2 0.3
C 0.172 -3.927 -4.765 0.1 0.0 0.0
C -0.913 -3.090 -4.967 0.1 0.0 0.0
C -2.146 -3.484 -4.472 -0.2 -0.2 0.2
N -2.353 -4.628 -3.814 0.3 0.1 -0.1
C -1.293 -5.420 -3.633 -0.3 0.1 0.0
C -0.018 -5.118 -4.083 0.0 0.1 0.0
H 1.153 -3.655 -5.134 0.0 0.0 0.0
H -0.806 -2.152 -5.494 0.0 0.0 0.0
H -3.023 -2.860 -4.603 0.0 0.1 0.0
H -1.491 -6.342 -3.097 0.1 0.0 0.0
H 0.804 -5.798 -3.905 0.0 0.0 0.0
C -0.225 -2.924 2.855 0.1 0.0 0.0
C -0.141 -1.646 3.381 0.1 -0.1 -0.1
C -0.799 -0.622 2.721 -0.1 0.1 -0.3
N -1.511 -0.792 1.603 0.1 -0.3 0.4
C -1.577 -2.033 1.113 -0.1 0.3 -0.1
C -0.958 -3.126 1.697 0.1 0.0 0.1
H 0.275 -3.752 3.342 0.0 0.0 0.0
H 0.421 -1.447 4.283 0.0 0.0 0.0
H -0.764 0.395 3.097 0.0 0.0 0.1
H -2.159 -2.142 0.203 0.0 -0.1 0.0
H -1.048 -4.110 1.256 0.0 0.0 0.0
C -3.259 0.479 7.347 0.0 0.1 0.1
C -3.535 0.551 5.991 0.0 0.0 0.1
C -3.042 -0.449 5.167 0.1 -0.3 -0.1
N -2.312 -1.480 5.603 -0.2 0.3 0.4
C -2.059 -1.528 6.913 0.0 -0.1 -0.3
C -2.506 -0.582 7.823 0.0 0.1 0.0
H -3.626 1.240 8.025 0.0 0.0 0.0
H -4.119 1.363 5.581 0.0 0.0 0.0
H -3.234 -0.436 4.100 0.0 0.1 0.0
H -1.463 -2.374 7.238 0.0 0.0 0.1
H -2.270 -0.675 8.874 0.0 0.0 0.0
```
Positions in Å, forces in eV/Å.

Results of the Löwdin charge analysis, in e, for atoms 1 through 6:
1 C -0.118
2 C -0.241
3 C -0.236
4 C -0.303
5 N -0.274
6 P 0.883